# 1
Computed, not measured: a molecular structure, C33H28N2NaO7PS at a distorted geometry, with wB97M-V/def2-TZVPD.

Summary:
Calculated total energy in eV: -76534.2575
Net charge: -2
Energy relative to the best compared isomer or geometry (same formula, charge and spin) in kJ/mol: 3.5
Gap between HOMO and LUMO in eV: 6.09

Cartesian coordinates (Å):
1 Na 0.211 -0.330 -0.285
2 O 2.922 2.642 1.846
3 C 1.986 1.923 1.438
4 O 1.950 0.685 1.241
5 C 0.653 2.661 1.187
6 C 0.467 3.953 1.670
7 C -0.772 4.553 1.515
8 C -1.783 3.856 0.866
9 C -1.506 2.583 0.388
10 N -0.316 1.997 0.551
11 H 1.300 4.443 2.156
12 H -0.951 5.553 1.897
13 H -2.768 4.286 0.728
14 H -2.257 2.002 -0.135
15 C -4.754 -6.356 -1.966
16 C -4.353 -4.917 -1.750
17 C -3.297 -4.592 -0.899
18 C -2.908 -3.273 -0.721
19 C -3.592 -2.251 -1.373
20 C -4.627 -2.561 -2.238
21 C -5.006 -3.888 -2.420
22 S -3.053 -0.557 -1.083
23 O -3.205 -0.378 0.360
24 O -3.983 0.228 -1.893
25 N -1.571 -0.503 -1.473
26 C -1.271 -0.681 -2.904
27 C 0.246 -0.878 -3.173
28 O 0.539 -1.153 -4.358
29 O 1.029 -0.734 -2.191
30 H -4.458 -6.975 -1.118
31 H -4.276 -6.771 -2.860
32 H -5.834 -6.450 -2.098
33 H -2.765 -5.384 -0.380
34 H -2.056 -3.008 -0.100
35 H -5.134 -1.752 -2.751
36 H -5.820 -4.130 -3.098
37 H -1.592 0.178 -3.502
38 H -1.778 -1.556 -3.331
39 O -0.406 -1.846 1.256
40 P -0.740 -2.204 2.655
41 C -2.175 -3.298 2.805
42 C -3.398 -2.797 2.349
43 C -4.517 -3.615 2.344
44 C -4.424 -4.930 2.786
45 C -3.207 -5.436 3.220
46 C -2.079 -4.623 3.222
47 C -1.108 -0.800 3.719
48 C -0.444 0.390 3.418
49 C -0.656 1.513 4.209
50 C -1.516 1.443 5.296
51 C -2.173 0.254 5.600
52 C -1.973 -0.869 4.811
53 C 0.639 -3.060 3.461
54 C 0.635 -3.420 4.804
55 C 1.735 -4.062 5.355
56 C 2.846 -4.335 4.565
57 C 2.859 -3.964 3.229
58 C 1.755 -3.325 2.674
59 H -3.449 -1.796 1.926
60 H -5.456 -3.233 1.961
61 H -5.300 -5.569 2.771
62 H -3.130 -6.470 3.538
63 H -1.124 -5.019 3.543
64 H 0.231 0.434 2.561
65 H -0.150 2.438 3.961
66 H -1.688 2.323 5.906
67 H -2.852 0.208 6.443
68 H -2.504 -1.788 5.032
69 H -0.226 -3.192 5.425
70 H 1.732 -4.340 6.403
71 H 3.708 -4.828 4.999
72 H 3.732 -4.159 2.619
73 H 1.751 -3.005 1.638

And the Löwdin charges, in e, turn out to be: Na 0.27; O -0.05; C -0.66; O -0.05; C -0.20; C -0.04; C -0.10; C -0.08; C -0.10; N 0.14; H 0.10; H 0.09; H 0.09; H 0.09; C -0.07; C -0.30; C -0.05; C -0.05; C -0.26; C -0.06; C -0.06; S 0.51; O -0.37; O -0.37; N -0.24; C -0.19; C -0.69; O -0.09; O -0.09; H 0.06; H 0.07; H 0.07; H 0.11; H 0.10; H 0.10; H 0.10; H 0.10; H 0.10; O -0.29; P 0.81; C -0.26; C -0.07; C -0.07; C -0.10; C -0.10; C -0.08; C -0.24; C -0.02; C -0.05; C -0.09; C -0.10; C -0.09; C -0.26; C -0.09; C -0.10; C -0.10; C -0.07; C -0.04; H 0.09; H 0.11; H 0.09; H 0.09; H 0.10; H 0.08; H 0.10; H 0.09; H 0.09; H 0.10; H 0.11; H 0.09; H 0.09; H 0.10; H 0.12

# 2
Computed, not measured: 5 unconnected molecules or ions with the total composition C33H28N5O12 at a distorted geometry, with wB97M-V/def2-TZVPD.

Summary:
Calculated total energy in eV: -66684.9193
Net charge: -1
Gap between HOMO and LUMO in eV: 4.26

Cartesian coordinates (Å):
1 N 3.659 4.087 -2.325
2 C 2.751 5.048 -1.664
3 O 1.565 5.271 -2.498
4 C 0.553 4.422 -2.107
5 O 0.751 3.253 -1.837
6 C -0.906 4.951 -1.958
7 C -1.939 3.956 -1.653
8 C -3.347 4.385 -1.474
9 C -3.700 5.796 -1.597
10 C -2.646 6.757 -1.936
11 C -1.234 6.363 -2.121
12 C 3.619 6.373 -1.484
13 O 4.224 6.554 -0.406
14 O 3.729 7.222 -2.455
15 H 3.690 4.427 -3.292
16 H 3.235 3.163 -2.361
17 H 2.442 4.709 -0.645
18 H -1.663 2.876 -1.563
19 H -4.100 3.605 -1.231
20 H -4.738 6.164 -1.449
21 H -2.861 7.845 -2.061
22 H -0.448 7.107 -2.382
23 C -0.929 -1.653 1.401
24 C -2.080 -1.839 2.158
25 C -2.860 -0.750 2.515
26 C -2.480 0.523 2.104
27 C -1.328 0.719 1.355
28 C -0.551 -0.377 1.004
29 N -3.313 1.676 2.457
30 O -4.311 1.475 3.133
31 O -2.962 2.767 2.052
32 H -0.325 -2.508 1.119
33 H -2.368 -2.832 2.467
34 H -3.754 -0.905 3.104
35 H -1.027 1.710 1.037
36 H 0.348 -0.235 0.416
37 C 2.540 -1.375 6.648
38 C 1.258 -1.186 6.149
39 C 0.716 -2.104 5.260
40 C 1.467 -3.209 4.884
41 C 2.752 -3.404 5.372
42 C 3.288 -2.480 6.258
43 N 0.887 -4.193 3.965
44 O -0.236 -3.977 3.544
45 O 1.558 -5.169 3.676
46 H 2.959 -0.659 7.346
47 H 0.679 -0.323 6.454
48 H -0.284 -1.947 4.876
49 H 3.340 -4.262 5.076
50 H 4.289 -2.622 6.647
51 C -5.907 -7.542 1.134
52 C -6.649 -6.375 0.994
53 C -6.005 -5.157 0.833
54 C -4.618 -5.120 0.809
55 C -3.867 -6.279 0.956
56 C -4.519 -7.493 1.120
57 N -3.933 -3.838 0.614
58 O -4.620 -2.838 0.509
59 O -2.716 -3.847 0.566
60 H -6.413 -8.493 1.255
61 H -7.732 -6.417 1.008
62 H -6.592 -4.254 0.725
63 H -2.785 -6.252 0.943
64 H -3.943 -8.404 1.232
65 C 6.124 -0.956 -5.838
66 C 5.003 -1.171 -5.045
67 C 4.202 -0.101 -4.670
68 C 4.532 1.177 -5.099
69 C 5.653 1.402 -5.885
70 C 6.451 0.328 -6.254
71 N 3.674 2.307 -4.725
72 O 2.707 2.073 -4.018
73 O 3.975 3.407 -5.147
74 H 6.745 -1.795 -6.135
75 H 4.752 -2.174 -4.722
76 H 3.332 -0.277 -4.052
77 H 5.914 2.400 -6.216
78 H 7.327 0.492 -6.870

And the Löwdin charges, in e, turn out to be: N 0.08; C -0.27; O 0.02; C -0.41; O 0.07; C -0.09; C -0.01; C -0.08; C -0.09; C -0.08; C 0.00; C -0.66; O -0.08; O -0.12; H 0.06; H 0.03; H 0.15; H 0.10; H 0.09; H 0.09; H 0.09; H 0.12; C -0.08; C -0.11; C 0.00; C -0.15; C 0.00; C -0.05; N -0.35; O 0.06; O 0.08; H 0.11; H 0.09; H 0.12; H 0.12; H 0.11; C -0.07; C -0.06; C 0.01; C -0.14; C -0.01; C -0.07; N -0.34; O 0.06; O 0.07; H 0.11; H 0.11; H 0.12; H 0.12; H 0.11; C -0.08; C -0.07; C 0.00; C -0.14; C 0.00; C -0.07; N -0.33; O 0.09; O 0.06; H 0.11; H 0.11; H 0.12; H 0.12; H 0.11; C -0.09; C -0.07; C 0.00; C -0.13; C 0.00; C -0.07; N -0.33; O 0.07; O 0.09; H 0.10; H 0.10; H 0.12; H 0.12; H 0.10

# 3
Computed, not measured: a molecular structure, C33H29Cl3MgO4PS3Sb at a distorted geometry, with wB97M-V/def2-TZVPD.

Summary:
Calculated total energy in eV: -134230.6317
Net charge: -2
Energy relative to the best compared isomer or geometry (same formula, charge and spin) in kJ/mol: 131.3
Gap between HOMO and LUMO in eV: 5.64

Cartesian coordinates (Å):
1 Mg 0.962 -0.450 -1.286
2 Cl 1.651 -5.982 -6.532
3 C 1.467 -5.029 -5.092
4 C 0.239 -4.394 -4.779
5 C 0.255 -3.465 -3.773
6 Cl -1.156 -2.485 -3.512
7 C 1.471 -3.069 -3.026
8 O 1.498 -2.180 -2.167
9 C 2.601 -3.836 -3.464
10 Cl 4.062 -3.366 -2.598
11 C 2.632 -4.756 -4.460
12 H -0.664 -4.677 -5.322
13 H 3.621 -5.179 -4.742
14 S 2.833 1.253 -1.480
15 C 1.928 2.623 -2.197
16 C 2.617 3.873 -2.305
17 C 2.096 4.960 -2.893
18 C 0.815 4.872 -3.463
19 C 0.158 3.684 -3.498
20 C 0.686 2.530 -2.800
21 S -0.340 1.013 -2.825
22 H 3.650 3.851 -1.928
23 H 2.495 6.056 -2.951
24 H 0.367 5.679 -3.944
25 H -0.850 3.689 -3.872
26 O -1.824 -2.058 0.999
27 S -0.542 -1.722 1.548
28 O 0.234 -2.757 2.213
29 O 0.306 -1.044 0.537
30 C -0.938 -0.509 2.759
31 C -0.882 -0.911 4.057
32 C -1.299 -0.120 5.104
33 C -1.767 1.148 4.860
34 C -1.763 1.564 3.507
35 C -1.399 0.771 2.398
36 P -1.795 1.257 0.669
37 C -1.369 3.056 0.546
38 C -0.230 3.630 1.117
39 C 0.223 4.922 0.887
40 C -0.480 5.639 -0.024
41 C -1.606 5.156 -0.687
42 C -2.053 3.869 -0.396
43 C -3.667 1.255 0.869
44 C -4.428 2.317 1.419
45 C -5.776 2.138 1.718
46 C -6.372 0.842 1.590
47 C -5.594 -0.199 1.148
48 C -4.290 0.024 0.723
49 H -0.606 -1.949 4.280
50 H -1.315 -0.574 6.060
51 H -2.090 1.867 5.611
52 H -2.064 2.614 3.239
53 H 0.317 3.107 1.909
54 H 1.136 5.221 1.310
55 H -0.223 6.695 -0.321
56 H -2.128 5.831 -1.419
57 H -2.949 3.522 -0.852
58 H -3.976 3.233 1.610
59 H -6.316 2.957 2.250
60 H -7.440 0.714 1.816
61 H -5.874 -1.255 1.155
62 H -3.755 -0.765 0.194
63 C 2.443 -4.830 0.552
64 Sb 3.444 -3.051 1.086
65 C 3.534 -3.621 3.180
66 C 5.422 -4.063 0.847
67 H 2.813 -5.549 1.219
68 H 2.612 -5.127 -0.461
69 H 1.347 -4.671 0.649
70 H 3.453 -4.661 3.410
71 H 2.690 -3.121 3.683
72 H 4.445 -3.294 3.720
73 H 5.595 -4.869 1.620
74 H 6.152 -3.324 1.131
75 H 5.551 -4.520 -0.127

And the Löwdin charges, in e, turn out to be: Mg 0.30; Cl 0.59; C -0.71; C -0.15; C -0.56; Cl 0.68; C -0.49; O -0.18; C -0.56; Cl 0.66; C -0.21; H 0.10; H 0.11; S 0.45; C -0.72; C -0.18; C -0.16; C -0.17; C -0.15; C -0.66; S 0.42; H 0.08; H 0.11; H 0.06; H 0.08; O -0.30; S 0.44; O -0.35; O -0.45; C -0.27; C -0.08; C -0.10; C -0.08; C -0.08; C -0.31; P 1.14; C -0.35; C -0.09; C -0.09; C -0.13; C -0.10; C -0.10; C -0.32; C -0.11; C -0.09; C -0.11; C -0.11; C -0.10; H 0.12; H 0.09; H 0.10; H 0.11; H 0.11; H 0.09; H 0.11; H 0.11; H 0.09; H 0.07; H 0.10; H 0.09; H 0.10; H 0.10; C -0.35; Sb 1.29; C -0.38; C -0.36; H -0.03; H -0.02; H 0.01; H -0.02; H -0.02; H 0.00; H 0.00; H -0.04; H -0.04